Computed, not measured: a structure of composition C11H7NO4Yb, with ωB97M-V/def2-TZVPD.

Properties
DFT total energy = -1936.580256 Ha
HOMO-LUMO gap (alpha / beta) = 5.67 / 5.20 eV
lowest unoccupied orbital energy (alpha / beta) = -13.51 / -13.98 eV
spin multiplicity = 2
total charge = +3
maximum force = 0.136 hartree/bohr

Each line ends with the Mulliken charge.
Positions of all 24 atoms, in Å:
Yb: 1.99 1.15 -1.26  0.42
C: 4.03 0.12 -0.78  0.34
O: 4.96 -0.46 -0.50  0.04
C: 3.52 2.78 -2.49  0.36
O: 4.26 3.46 -3.03  0.02
C: 2.42 2.73 0.48  0.35
O: 2.55 3.27 1.49  0.01
C: 1.95 0.10 -3.37  0.34
O: 1.94 -0.58 -4.31  0.02
H: 0.21 2.32 -1.83  0.06
H: 0.75 2.74 -2.17  0.43
N: 0.69 0.17 0.01  -0.33
C: -0.26 -0.30 0.52  0.46
C: -1.35 -0.88 1.01  0.79
C: -2.59 -0.23 0.88  -0.42
C: -3.69 -0.86 1.37  -0.64
C: -3.58 -2.11 1.98  -0.28
C: -2.34 -2.73 2.10  -0.66
C: -1.21 -2.15 1.62  -0.35
H: -2.62 0.76 0.38  0.37
H: -4.67 -0.36 1.27  0.42
H: -4.49 -2.61 2.38  0.42
H: -2.26 -3.73 2.58  0.42
H: -0.21 -2.61 1.68  0.41

Computed, not measured: a cluster of 33 separate species, C11H86N5O34 in total, with ωB97M-V/def2-TZVPD.

Properties
DFT total energy = -3302.144185 Ha
HOMO-LUMO gap = 7.09 eV
lowest unoccupied orbital energy = -4.36 eV
spin multiplicity = 1
total charge = +1
maximum force = 0.143 hartree/bohr

Each line ends with the Mulliken charge.
Positions of all 136 atoms, in Å:
C: 2.16 -4.84 -0.71  -0.49
C: 1.63 -3.90 -1.49  -0.42
C: 0.93 -2.62 -2.22  0.18
N: 1.73 -1.42 -1.82  0.03
C: 1.15 -0.15 -2.30  -0.29
N: 2.13 0.92 -2.67  -0.03
C: 2.39 1.81 -1.48  0.29
C: 3.95 1.95 -1.06  -0.10
O: 3.99 1.98 0.41  -0.47
C: 4.46 3.44 -1.52  -0.88
N: 4.67 3.39 -3.00  -0.52
N: -0.16 0.13 -2.40  0.29
C: -0.72 1.46 -2.87  -0.69
C: -1.15 2.27 -1.54  -0.40
O: -0.41 3.27 -1.19  -0.39
N: -2.33 2.00 -0.68  0.67
C: -1.96 1.49 0.68  -0.24
C: -3.37 1.17 -1.36  -0.91
H: 2.89 -5.31 0.06  0.34
H: 0.85 -2.80 -3.35  0.00
H: -0.14 -2.55 -1.74  0.34
H: 1.92 -1.40 -0.79  0.19
H: 3.04 0.47 -2.94  0.33
H: 2.05 2.88 -1.79  0.03
H: 1.77 1.40 -0.58  -0.04
H: 4.64 1.12 -1.49  0.50
H: 4.02 1.06 0.77  0.31
H: 5.40 3.78 -0.92  0.33
H: 3.65 4.25 -1.30  0.31
H: 5.17 2.51 -3.19  0.24
H: 5.23 4.22 -3.24  0.29
H: -0.88 -0.59 -2.14  0.30
H: -0.01 2.05 -3.55  0.37
H: -1.65 1.20 -3.52  0.46
H: -2.08 0.35 0.81  0.17
H: -0.89 1.77 1.01  0.25
H: -2.68 1.98 1.45  -0.24
H: -3.53 1.40 -2.47  0.32
H: -3.14 0.06 -1.13  0.30
H: -4.39 1.40 -0.83  0.27
O: 2.28 -8.37 -1.34  -0.61
H: 1.97 -7.46 -1.37  0.25
H: 3.14 -8.34 -1.77  0.37
O: 6.85 0.82 -0.10  -0.54
H: 6.51 1.64 0.30  0.27
H: 7.42 0.45 0.60  0.33
O: -4.04 4.48 -0.28  -0.47
H: -3.34 3.81 -0.22  0.21
H: -3.77 5.16 0.35  0.27
O: -1.49 3.56 3.18  -0.54
H: -1.79 4.47 3.17  0.27
H: -0.63 3.59 2.75  0.31
O: 4.49 -0.95 -3.42  -0.67
H: 3.85 -1.40 -2.85  0.30
H: 5.34 -1.14 -3.00  0.32
O: 3.73 -6.82 -3.45  -0.65
H: 3.26 -6.22 -2.86  0.27
H: 3.10 -7.01 -4.15  0.34
O: 4.56 -1.12 1.48  -0.49
H: 4.53 -1.20 2.44  0.27
H: 5.38 -1.58 1.24  0.23
O: -0.90 -6.88 -0.61  -0.64
H: -0.35 -6.08 -0.57  0.25
H: -0.37 -7.55 -0.16  0.39
O: -2.29 -8.69 0.76  -0.63
H: -3.13 -9.17 0.75  0.34
H: -2.47 -7.89 0.25  0.29
O: -2.64 3.97 -3.90  -0.59
H: -2.21 3.82 -3.05  0.31
H: -2.83 4.92 -3.92  0.29
O: 2.02 -7.42 1.83  -0.61
H: 2.39 -8.00 2.52  0.32
H: 2.09 -7.95 1.02  0.34
O: -0.82 -2.60 -5.51  -0.62
H: -0.12 -3.26 -5.45  0.33
H: -0.55 -1.91 -4.89  0.33
O: -6.97 5.29 -1.24  -0.58
H: -6.04 5.07 -1.13  0.28
H: -7.16 5.06 -2.16  0.29
O: -2.98 -5.15 -4.99  -0.62
H: -2.43 -4.36 -4.95  0.33
H: -2.45 -5.83 -4.54  0.32
O: 1.30 3.11 3.76  -0.62
H: 0.66 2.65 4.32  0.32
H: 2.15 2.91 4.16  0.26
O: -3.76 7.01 -3.91  -0.62
H: -4.22 6.91 -3.07  0.31
H: -4.30 7.64 -4.40  0.31
O: 1.48 -0.19 3.26  -0.51
H: 1.18 0.73 3.25  0.32
H: 2.34 -0.16 2.83  0.21
O: 4.23 1.82 3.54  -0.63
H: 5.16 1.60 3.66  0.27
H: 4.05 1.58 2.62  0.28
O: 0.35 6.54 -1.70  -0.67
H: 0.21 5.63 -1.40  0.34
H: -0.32 6.67 -2.39  0.32
O: 3.56 -8.08 4.08  -0.64
H: 3.21 -7.27 4.49  0.28
H: 4.13 -8.45 4.77  0.31
O: 8.02 0.57 2.63  -0.63
H: 8.57 1.36 2.67  0.29
H: 8.55 -0.11 3.08  0.32
O: -2.80 -0.34 2.81  -0.57
H: -2.36 0.34 3.34  0.27
H: -3.33 -0.83 3.46  0.31
O: -0.26 -0.10 5.84  -0.61
H: 0.11 -0.68 6.52  0.30
H: -0.19 -0.62 5.03  0.30
O: -2.61 -2.98 1.45  -0.60
H: -2.95 -2.17 1.86  0.33
H: -2.04 -3.36 2.13  0.31
O: -5.19 3.03 2.87  -0.62
H: -4.25 2.81 2.98  0.33
H: -5.37 2.80 1.95  0.30
O: -3.51 -10.96 -0.21  -0.65
H: -2.58 -11.17 -0.10  0.33
H: -3.69 -11.19 -1.13  0.31
O: -6.74 8.54 -1.16  -0.61
H: -6.05 8.87 -0.56  0.31
H: -6.57 7.59 -1.20  0.31
O: -8.39 6.09 1.33  -0.67
H: -8.02 5.52 2.02  0.28
H: -8.32 5.57 0.52  0.34
O: 9.56 -0.53 4.75  -0.66
H: 9.99 0.16 5.28  0.32
H: 9.03 -1.01 5.40  0.32
O: -9.86 8.46 0.04  -0.62
H: -9.30 9.25 0.08  0.29
H: -9.33 7.78 0.48  0.38
O: 5.84 -7.33 5.68  -0.63
H: 5.53 -6.41 5.66  0.31
H: 6.70 -7.30 5.25  0.32
O: -10.02 4.60 -0.55  -0.64
H: -10.48 4.49 0.29  0.32
H: -10.57 5.23 -1.04  0.32

Computed, not measured: a structure of composition C11H8GaN4O5, with ωB97M-V/def2-TZVPD.

Properties
DFT total energy = -2943.888646 Ha
relative energy (zero: lowest compared OMol25 entry of this formula, charge and spin) = 0.0 kJ/mol
HOMO-LUMO gap = 8.32 eV
lowest unoccupied orbital energy = -4.40 eV
spin multiplicity = 1
total charge = +1
maximum force = 0.002 hartree/bohr

Each line ends with the Mulliken charge.
Positions of all 29 atoms, in Å:
Ga: -0.15 -0.23 -0.31  1.02
O: 0.01 -2.94 4.94  -0.47
C: 0.03 -2.30 3.77  1.03
C: 1.18 -1.65 3.28  -0.43
C: 1.06 -1.02 2.07  0.07
N: -0.10 -1.01 1.44  -0.03
C: -1.19 -1.67 1.84  0.31
C: -1.18 -2.33 3.03  -0.61
C: -2.27 -1.62 0.76  0.14
O: -3.35 -2.10 0.92  -0.53
O: -1.86 -1.00 -0.36  -0.46
C: 2.14 -0.35 1.22  0.14
O: 3.26 -0.21 1.60  -0.54
O: 1.68 0.02 0.01  -0.52
H: 0.87 -2.89 5.39  0.32
H: 2.12 -1.67 3.80  0.46
H: -2.03 -2.88 3.40  0.57
N: 1.62 3.35 -3.73  -0.37
C: 0.59 2.60 -3.31  0.36
C: 0.72 1.73 -2.21  -0.18
N: -0.32 1.00 -1.83  0.08
C: -1.50 1.08 -2.49  -0.21
C: -1.58 1.95 -3.56  -0.44
N: -0.57 2.69 -3.97  -0.54
H: 2.52 3.34 -3.28  0.21
H: 1.48 3.97 -4.52  0.25
H: 1.64 1.63 -1.64  0.42
H: -2.31 0.46 -2.15  0.58
H: -2.51 2.04 -4.11  0.39

What is the formula in the second record? C11H86N5O34

DFT total energy of number 2 (C11H86N5O34)? -3302.144185 Ha

Look up the DFT total energy of the first one. -1936.580256 Ha